(1)
DFT (ωB97M-V/def2-TZVPD) results for a molecular structure, C48H60AuIN3O4SSiTe.

Structure (ORCA input):
```
! RIJCOSX wB97M-V def2-TZVPD def2/J DEFGRID3
* xyz 0 4
Au 0.1653 -0.9103 0.4233
C 4.4317 2.3485 -0.9457
C 4.1694 0.8538 -1.0894
C 5.4643 0.0709 -0.8937
C 3.5677 0.5531 -2.4532
O 3.1769 0.4677 -0.1165
Si 3.3344 -0.0061 1.4420
S 1.4210 -0.2201 2.2835
O 4.2586 1.0490 2.3018
C 4.0160 2.2382 3.0647
C 3.6112 1.8409 4.4795
C 2.9235 3.0932 2.4262
C 5.3370 2.9952 3.0860
O 4.1885 -1.4142 1.4041
C 4.9298 -2.1183 2.4185
C 5.0401 -3.5527 1.9212
C 6.3178 -1.4981 2.5377
C 4.2045 -2.0932 3.7585
H 5.1105 2.6941 -1.7306
H 4.8871 2.5625 0.0241
H 3.4927 2.9009 -1.0274
H 6.1794 0.3445 -1.6732
H 5.2739 -1.0021 -0.9483
H 5.9106 0.2926 0.0809
H 4.2863 0.7660 -3.2485
H 2.6829 1.1661 -2.6150
H 3.2754 -0.4968 -2.5115
H 2.6931 1.2478 4.4588
H 3.4389 2.7316 5.0909
H 4.4033 1.2504 4.9470
H 1.9664 2.5676 2.4609
H 3.1667 3.3143 1.3842
H 2.8264 4.0377 2.9705
H 6.1264 2.3567 3.4895
H 5.2586 3.8911 3.7073
H 5.6203 3.2957 2.0742
H 5.5139 -3.5763 0.9364
H 4.0490 -4.0077 1.8443
H 5.6435 -4.1506 2.6099
H 6.8378 -1.5570 1.5778
H 6.9091 -2.0327 3.2865
H 6.2394 -0.4501 2.8286
H 3.1956 -2.4943 3.6538
H 4.1287 -1.0747 4.1431
H 4.7529 -2.6965 4.4877
I 0.5769 3.0878 -4.6635
C 0.4723 2.9723 -2.5904
C 0.7438 4.0728 -1.7979
C 0.6688 3.9279 -0.4192
C 0.3235 2.6909 0.1002
N 0.0415 1.6390 -0.6693
C 0.1210 1.7669 -1.9935
H 1.0176 5.0205 -2.2435
H 0.8879 4.7579 0.2407
H 0.2760 2.5190 1.1710
H -0.1321 0.8951 -2.5863
C -8.7736 1.4884 3.3927
C -7.4300 1.3311 2.7320
C -6.7151 2.4357 2.2870
C -5.4776 2.3111 1.6653
C -4.7767 3.5602 1.1890
C -4.9482 1.0233 1.4922
Te -3.0339 0.8151 0.5612
N -1.7158 -0.9522 -0.6181
C -2.0752 -1.4215 -1.8495
O -1.8889 -0.7711 -2.8705
C -2.7663 -2.7532 -1.8745
C -3.0196 -3.4643 -0.7032
C -3.6721 -4.6870 -0.7621
C -4.0688 -5.2001 -1.9907
C -3.8131 -4.4925 -3.1600
C -3.1630 -3.2693 -3.1028
C -3.6241 1.5328 -1.3238
C -3.0142 2.7003 -1.7732
C -3.3273 3.2092 -3.0233
C -4.2525 2.5457 -3.8154
C -4.8655 1.3893 -3.3552
C -4.5696 0.8555 -2.1034
C -5.2626 -0.4004 -1.6427
C -5.6399 -0.1081 1.9385
C -5.1280 -1.5216 1.7823
C -6.8745 0.0708 2.5534
H -9.0166 2.5386 3.5518
H -8.7952 0.9829 4.3598
H -9.5615 1.0493 2.7769
H -7.1284 3.4296 2.4312
H -5.1679 4.4367 1.7045
H -4.9218 3.7056 0.1165
H -3.7006 3.5230 1.3681
H -2.6921 -3.0646 0.2493
H -3.8643 -5.2432 0.1473
H -4.5742 -6.1574 -2.0380
H -4.1191 -4.8986 -4.1167
H -2.9529 -2.6958 -3.9987
H -2.2962 3.2186 -1.1464
H -2.8412 4.1097 -3.3777
H -4.4954 2.9264 -4.7999
H -5.5839 0.8756 -3.9842
H -5.7318 -0.9118 -2.4825
H -6.0373 -0.1694 -0.9072
H -4.5672 -1.1026 -1.1776
H -4.1114 -1.5646 1.3956
H -5.7610 -2.0882 1.0945
H -5.1379 -2.0405 2.7423
H -7.4149 -0.8047 2.9045
C 0.7638 -3.0041 -0.1602
C 1.6007 -2.9493 -1.3545
C 3.0013 -2.9652 -1.2433
C 3.8079 -2.9896 -2.3623
C 3.2407 -2.9622 -3.6378
C 1.8517 -2.9154 -3.7708
C 1.0494 -2.9164 -2.6474
C 4.0815 -2.9642 -4.8058
N 4.7541 -2.9631 -5.7407
H 1.2767 -3.3424 0.7354
H -0.2034 -3.4795 -0.3032
H 3.4486 -2.9462 -0.2567
H 4.8866 -3.0171 -2.2598
H 1.4104 -2.8887 -4.7591
H -0.0251 -2.9069 -2.7711
*
```

Summary:
- LUMO (spin up / spin down) (eV) = 0.0344 / -2.1419
- maximum force (eV Å⁻¹) = 0.5
- calculated total energy (Eh) = -3719.464225
- ⟨S²⟩ = 3.78

***

(2)
DFT (ωB97M-V/def2-TZVPD) results for 12 unconnected molecules or ions with the total composition C48H60N12.

Structure (ORCA input):
```
! RIJCOSX wB97M-V def2-TZVPD def2/J DEFGRID3
* xyz 0 1
C 0.0680 -0.3077 -0.6030
C -1.3142 0.0909 -1.0659
C -1.7479 1.3544 -0.2246
N -0.6342 1.5454 0.6162
C 0.4869 0.6905 0.4179
H 0.7940 -1.0414 -0.9893
H -2.0091 -0.2450 -1.7181
H -2.5889 2.0338 -0.1453
H -0.5476 2.2737 1.3649
H 1.3833 0.8609 0.9551
C 0.8853 -1.0775 4.9934
C 0.9740 0.1661 4.0830
C 2.4010 0.6635 4.0549
N 3.1265 -0.2088 4.8868
C 2.3158 -1.2030 5.5035
H -0.0146 -1.8745 5.0652
H 0.1348 0.7080 3.4081
H 2.9989 1.2529 3.5157
H 4.2333 -0.0677 4.9599
H 2.8239 -1.8870 5.9276
C -0.3151 -5.1776 2.2447
C 0.5878 -4.2612 1.5187
C 0.1020 -2.8310 1.9068
N -1.1224 -3.0286 2.7454
C -1.3294 -4.3791 2.9511
H -0.4537 -6.2547 2.0017
H 1.1660 -4.3518 0.7113
H 0.5583 -1.9206 1.5329
H -1.6534 -2.1330 3.0358
H -2.0990 -5.0461 3.3603
C -2.4320 -0.4613 4.5683
C -2.7365 -0.0253 3.2976
C -3.8631 -0.8558 2.6678
N -4.1238 -1.8906 3.5948
C -3.3630 -1.6877 4.7768
H -1.7537 -0.1731 5.2257
H -2.2599 0.7925 2.9398
H -4.4334 -0.9117 1.7966
H -4.6950 -2.7812 3.3537
H -3.6945 -2.3911 5.5810
C 4.4794 -0.3758 1.0546
C 5.7439 -1.2531 0.7905
C 6.8004 -0.1574 0.4631
N 6.1951 1.1146 0.6275
C 4.8851 0.9897 0.8152
H 3.5863 -0.7243 1.3323
H 5.9996 -2.2754 0.8314
H 7.8503 -0.3389 0.0387
H 6.6868 2.1410 0.6140
H 4.3043 1.9073 0.8270
C -4.5546 3.7577 0.3251
C -3.6953 4.8471 -0.1079
C -3.7476 5.9179 0.9164
N -4.4924 5.3763 2.0307
C -4.9670 4.2009 1.6793
H -5.0353 3.0215 -0.1211
H -3.0449 5.0089 -0.9536
H -3.1257 6.8465 1.0652
H -4.3943 5.9344 2.8623
H -5.5844 3.7241 2.5258
C 0.8667 4.2274 2.4879
C 0.6167 3.5746 3.8398
C -0.9568 3.5055 3.9897
N -1.4261 4.1196 2.8258
C -0.4527 4.4173 1.9389
H 1.7920 4.4536 2.0795
H 1.3442 3.0471 4.3702
H -1.4289 3.2533 4.9063
H -2.3707 4.3839 2.6026
H -0.6333 5.1682 0.9995
C 5.0079 -0.5475 -4.6415
C 3.6181 -0.6286 -3.8665
C 3.9168 -0.1696 -2.4568
N 5.2182 0.1197 -2.3815
C 5.9252 0.0039 -3.5844
H 5.3662 -0.8882 -5.6013
H 2.5707 -0.9559 -4.1211
H 3.1957 -0.1910 -1.7185
H 5.6548 0.3558 -1.5439
H 7.0236 0.1113 -3.7053
C -0.8713 0.7095 -4.3321
C -1.9941 -0.2220 -4.7913
C -1.4550 -0.8310 -6.2088
N -0.2462 -0.2440 -6.3634
C 0.2115 0.5750 -5.3318
H -1.1748 1.2220 -3.2571
H -2.7921 -0.5454 -4.2860
H -1.9631 -1.4522 -6.9549
H 0.3301 -0.5047 -7.1149
H 1.2307 0.8964 -5.2300
C -3.8680 -5.0665 -1.3730
C -4.0669 -3.5247 -1.3453
C -2.9336 -3.1701 -0.4599
N -2.3328 -4.2564 0.0848
C -2.8101 -5.4478 -0.4318
H -4.1661 -5.9352 -2.0437
H -4.6898 -2.8403 -1.7908
H -2.5535 -2.2819 -0.0262
H -1.7344 -4.2753 0.7951
H -2.4481 -6.4554 -0.0821
C 1.6130 5.1832 -2.0465
C 0.3819 5.2020 -2.9702
C -0.3390 3.8815 -2.5924
N 0.4823 3.1548 -1.7068
C 1.6047 3.8855 -1.3910
H 2.0027 6.1149 -1.9651
H 0.1608 6.0293 -3.5119
H -1.4401 3.5806 -2.8635
H 0.2170 2.2720 -1.2030
H 2.3216 3.3400 -0.6820
C 0.3743 -4.8521 -4.5601
C 0.8083 -3.3843 -4.4558
C -0.0899 -2.8020 -3.4122
N -0.8311 -3.8539 -2.9162
C -0.6080 -5.0563 -3.3905
H 0.8713 -5.6172 -5.2431
H 1.3461 -2.8353 -5.1308
H -0.5383 -1.8107 -3.0083
H -1.5100 -3.7410 -2.2492
H -1.0933 -6.0231 -3.0111
*
```

Summary:
- LUMO (eV) = 0.3112
- maximum force (eV Å⁻¹) = 10.2
- relative energy (zero: lowest compared OMol25 entry of this formula, charge and spin) (kcal/mol) = 508.59
- calculated total energy (Eh) = -2521.201028
- SMILES = c1cc[nH]c1.c1cc[nH]c1.c1cc[nH]c1.c1cc[nH]c1.c1cc[nH]c1.c1cc[nH]c1.c1cc[nH]c1.c1cc[nH]c1.c1cc[nH]c1.c1cc[nH]c1.c1cc[nH]c1.c1cc[nH]c1